[1]
The following is a quantum chemistry calculation of 13 unconnected molecules or ions with the total composition H25O13 in a non-equilibrium geometry, from OMol25.

Results
HOMO level in eV: -6.52

Structure (ORCA input):
```
! wB97M-V def2-TZVPD RIJCOSX def2/J DEFGRID3
* xyz -1 1
O -2.387 0.466 2.782
H -2.817 0.143 1.966
H -0.182 -0.951 4.118
O 1.835 -3.250 -1.263
H 2.894 -3.296 -1.356
H 1.634 -2.682 -0.514
O -3.745 0.215 0.444
H -4.520 0.480 -0.008
O 2.640 -0.557 -2.369
H 2.176 0.069 -1.818
H 1.847 -1.178 -2.313
O 0.147 0.007 4.053
H -0.770 -1.454 -3.084
H -0.695 0.379 3.739
O -1.048 1.663 0.535
H -0.815 1.441 -0.491
H -0.443 2.297 0.949
O 0.320 -1.850 0.868
H 1.294 -1.760 0.483
H -3.125 0.802 -0.021
O -1.087 0.545 -1.438
H -1.227 -0.128 -0.707
H -0.025 -0.501 -2.125
O 0.049 -1.408 -2.680
H -1.911 1.142 2.208
H 0.562 -1.698 1.744
O 2.549 1.971 1.518
H 2.212 1.327 0.871
H 2.901 1.520 2.299
O -2.796 2.234 -2.441
H -3.087 2.665 -1.646
H -2.352 1.416 -2.157
O 2.550 -1.800 1.900
H 3.173 -1.702 1.231
H 2.845 -1.903 2.844
O 0.937 1.795 -2.044
H 0.223 1.046 -1.940
H 0.851 1.990 -2.962
*
```

[2]
The following is a quantum chemistry calculation of a single F2O4S2 molecule in a non-equilibrium geometry, from OMol25.

Results
HOMO level in eV: -12.61
SMILES: O=S(=O)(F)S(=O)(=O)F

Structure (ORCA input):
```
! wB97M-V def2-TZVPD RIJCOSX def2/J DEFGRID3
* xyz 0 1
O -0.215 1.997 1.297
S 0.278 1.070 -0.077
O 0.030 1.405 -1.417
F 1.986 0.867 0.125
S -0.295 -1.090 -0.159
O 0.608 -2.169 -0.243
O -1.453 -1.026 -0.965
F -0.937 -1.054 1.439
*
```

[3]
The following is a quantum chemistry calculation of a molecular structure, C42H39Cl3CsN3OP2S2 in a non-equilibrium geometry, from OMol25.

Results
HOMO level in eV: -6.90

Structure (ORCA input):
```
! wB97M-V def2-TZVPD RIJCOSX def2/J DEFGRID3
* xyz 0 1
Cs 0.194 -1.261 -1.477
C 2.186 -0.635 -5.259
C 1.488 0.470 -4.505
C 2.201 1.308 -3.652
C 1.584 2.360 -2.982
C 2.386 3.287 -2.102
C 0.217 2.559 -3.171
C -0.529 1.724 -3.998
C -2.004 1.968 -4.200
C 0.119 0.683 -4.657
H 2.481 -0.286 -6.253
H 1.539 -1.503 -5.381
H 3.085 -0.965 -4.739
H 3.266 1.144 -3.515
H 1.802 3.632 -1.248
H 2.702 4.170 -2.662
H 3.286 2.795 -1.730
H -0.276 3.387 -2.668
H -2.455 2.402 -3.308
H -2.527 1.040 -4.436
H -2.168 2.661 -5.029
H -0.451 0.027 -5.308
S 1.384 -3.683 -3.088
C 2.685 -3.447 -2.031
N 2.670 -2.750 -0.907
C 3.906 -2.746 -0.260
C 4.191 -2.101 0.943
C 5.471 -2.179 1.469
C 6.473 -2.892 0.811
C 6.203 -3.540 -0.385
C 4.920 -3.462 -0.910
S 4.273 -4.153 -2.368
H 3.412 -1.548 1.455
H 5.690 -1.676 2.403
H 7.468 -2.942 1.236
H 6.977 -4.098 -0.899
N -0.688 -0.435 2.300
P -1.992 -1.208 1.406
C -3.157 -1.553 2.789
C -4.313 -2.266 2.470
C -5.264 -2.542 3.440
C -5.061 -2.127 4.751
C -3.904 -1.436 5.081
C -2.955 -1.147 4.104
C -2.851 0.255 0.695
C -3.192 1.381 1.449
C -3.912 2.413 0.876
C -4.327 2.321 -0.451
C -4.019 1.195 -1.200
C -3.277 0.165 -0.627
P 0.444 0.441 1.294
C -0.143 2.167 1.510
C -0.492 2.881 0.372
C -0.954 4.189 0.471
C -1.077 4.781 1.718
C -0.735 4.068 2.866
C -0.267 2.768 2.762
C 1.907 0.513 2.392
C 2.059 -0.179 3.586
C 3.254 -0.105 4.295
C 4.303 0.664 3.817
C 4.160 1.362 2.622
C 2.973 1.281 1.915
H -0.170 -1.209 2.715
H -4.467 -2.604 1.449
H -6.161 -3.091 3.177
H -5.800 -2.346 5.511
H -3.738 -1.116 6.103
H -2.061 -0.594 4.365
H -2.882 1.443 2.486
H -4.161 3.290 1.462
H -4.897 3.128 -0.897
H -4.363 1.112 -2.225
H -3.046 -0.727 -1.204
H -0.423 2.398 -0.597
H -1.229 4.739 -0.422
H -1.438 5.799 1.802
H -0.833 4.532 3.840
H -0.004 2.211 3.654
H 1.252 -0.780 3.989
H 3.362 -0.652 5.224
H 5.234 0.715 4.369
H 4.980 1.957 2.239
H 2.866 1.816 0.975
O 0.390 -2.843 0.689
H 0.106 -3.711 0.379
H 1.265 -2.733 0.251
Cl -4.233 -5.097 -2.665
C -4.340 -3.618 -3.619
Cl -5.778 -2.695 -3.155
Cl -4.388 -3.999 -5.337
C -3.159 -2.791 -3.342
N -2.249 -2.132 -3.109
*
```

For each record above, in turn, the calculated energy relative to the best compared isomer or geometry (same formula, charge and spin) values are 410.5; 346.3; 63.5 kJ/mol.